Record 1
Computed, not measured: an isolated molecule of C4H5N3O at a distorted geometry, with ωB97M-V/def2-TZVPD.

- Kohn-Sham gap (Eh) = 0.335
- LUMO energy (eV) = 0.54
- E_HOMO (eV) = -8.6
- charge = 0
- ΔE to the lowest compared entry with this formula, charge and spin (eV) = 7.913

Geometry (Å):
C -2.847 -1.138 0.018
C -1.848 -0.459 -0.319
C -0.659 0.362 -0.029
N -0.547 1.549 -0.235
N 0.655 1.979 0.183
O 0.478 -0.441 0.669
N 1.580 -0.397 -0.320
C 2.218 -1.559 -0.139
H -3.897 -1.626 0.295
H 1.447 1.377 0.386
H 0.789 2.871 -0.316
H 1.805 -2.349 0.432
H 3.038 -1.896 -0.722

=====

Record 2
Computed, not measured: a cluster of 2 separate species, C2HCl4NO2 in total at a distorted geometry, with ωB97M-V/def2-TZVPD.

- Kohn-Sham gap (Eh) = 0.344
- LUMO energy (eV) = -1.03
- E_HOMO (eV) = -10.4
- charge = 0
- ΔE to the lowest compared entry with this formula, charge and spin (eV) = 1.678

Geometry (Å):
O 0.852 1.382 -0.486
N -0.264 0.876 -0.464
O -1.171 1.300 -1.136
C -0.518 -0.174 0.502
C -1.705 -0.805 0.651
Cl -3.020 -0.535 -0.380
Cl -1.857 -2.195 1.644
H 0.493 -0.210 1.140
Cl 3.463 1.119 -0.438
Cl 3.726 -0.757 -1.033

=====

Record 3
Computed, not measured: a structure of composition C15H44F9O19Pt2S3 at a distorted geometry, with ωB97M-V/def2-TZVPD.

- Kohn-Sham gap (spin up / spin down) (Eh) = 0.139 / 0.085
- LUMO energy (spin up / spin down) (eV) = -7.20 / -8.10
- multiplicity = 5
- E_HOMO (spin up / spin down) (eV) = -11.0 / -10.4
- charge = +1

Geometry (Å):
Pt -6.424 3.086 0.145
Pt -2.118 1.225 6.575
C -6.362 -2.808 2.902
F -5.615 -2.739 1.757
F -7.586 -3.272 2.510
F -5.886 -3.681 3.741
S -6.487 -1.073 3.785
O -5.157 -0.881 4.443
O -6.782 -0.091 2.737
O -7.594 -1.125 4.709
C -3.391 7.133 4.394
F -4.081 8.213 3.983
F -2.461 6.865 3.454
F -2.652 7.373 5.501
S -4.679 5.751 4.628
O -5.768 6.405 5.378
O -5.021 5.310 3.241
O -3.967 4.667 5.387
C -0.388 -0.145 0.235
F -0.253 0.045 -1.095
F -1.125 -1.184 0.428
F 0.808 -0.332 0.826
S -1.217 1.457 0.965
O -2.534 1.537 0.340
O -1.322 1.199 2.379
O -0.395 2.570 0.566
O -1.634 7.051 -1.740
H -1.266 6.291 -1.291
H -0.932 7.354 -2.316
O -5.378 3.026 -3.458
H -4.453 3.123 -3.684
H -5.818 2.902 -4.299
O 1.525 -4.579 4.101
H 1.329 -4.895 3.219
H 1.997 -5.301 4.516
O 1.046 2.852 6.384
H 1.379 3.489 5.752
H 1.815 2.345 6.641
O -1.056 3.507 -4.247
H -0.553 2.806 -3.833
H -0.572 4.305 -4.039
O 5.659 -1.480 3.720
H 5.121 -1.399 2.933
H 6.048 -2.352 3.656
C 6.449 -2.522 -5.440
C 6.527 -1.621 -4.101
C 5.196 -1.417 -3.504
O 7.354 -2.357 -3.233
H 7.256 -3.184 -5.755
H 6.316 -1.931 -6.346
H 5.615 -3.224 -5.426
H 7.059 -0.685 -4.273
H 4.670 -0.729 -4.166
H 5.253 -0.992 -2.502
H 4.579 -2.315 -3.494
H 6.827 -2.738 -2.527
C -0.228 -8.017 -0.707
C 1.266 -7.818 -1.119
C 1.427 -6.726 -2.112
O 1.961 -7.507 0.031
H -0.762 -7.125 -0.379
H -0.308 -8.704 0.135
H -0.808 -8.428 -1.534
H 1.705 -8.781 -1.380
H 2.370 -6.600 -2.644
H 1.304 -5.833 -1.500
H 0.580 -6.723 -2.798
H 2.057 -8.322 0.530
C 5.567 6.796 3.911
C 4.794 6.310 2.656
C 5.505 5.172 1.857
O 3.528 5.850 3.161
H 5.705 5.993 4.635
H 5.198 7.709 4.378
H 6.584 7.089 3.649
H 4.560 7.170 2.029
H 5.711 4.374 2.570
H 6.462 5.599 1.559
H 5.080 4.808 0.922
H 2.934 5.760 2.413
C -3.832 -3.732 -3.838
C -4.528 -2.411 -4.283
C -4.007 -1.752 -5.592
O -5.870 -2.674 -4.394
H -2.799 -3.541 -3.547
H -3.760 -4.500 -4.608
H -4.340 -4.200 -2.995
H -4.461 -1.662 -3.495
H -4.291 -2.375 -6.440
H -2.919 -1.786 -5.534
H -4.457 -0.775 -5.767
H -5.827 -3.471 -4.927

=====

Record 4
Computed, not measured: a structure of composition C23H23Br15F6O18 at a distorted geometry, with ωB97M-V/def2-TZVPD.

- Kohn-Sham gap (spin up / spin down) (Eh) = 0.078 / 0.237
- LUMO energy (spin up / spin down) (eV) = 0.96 / 0.96
- multiplicity = 2
- E_HOMO (spin up / spin down) (eV) = -1.2 / -5.5
- charge = -1

Geometry (Å):
C 12.220 -15.912 -19.210
C 13.509 -15.343 -18.581
O 14.202 -14.955 -19.760
C 13.801 -15.728 -20.796
O 14.406 -15.838 -21.876
O 12.700 -16.367 -20.476
F 14.223 -16.272 -17.892
H 11.406 -15.212 -19.396
H 11.831 -16.755 -18.639
H 13.335 -14.490 -17.925
C 12.705 -9.632 -19.866
C 12.168 -10.603 -20.905
O 12.058 -11.854 -20.204
C 12.228 -11.633 -18.920
O 12.153 -12.554 -18.103
O 12.421 -10.287 -18.655
F 13.066 -10.809 -21.863
H 12.043 -8.768 -19.812
H 13.768 -9.400 -19.916
H 11.179 -10.327 -21.272
C 8.905 -17.790 -20.893
C 8.423 -16.661 -21.666
O 8.357 -15.574 -20.727
C 8.425 -16.054 -19.480
O 8.385 -15.419 -18.422
O 8.648 -17.378 -19.563
F 7.131 -16.816 -22.072
H 9.969 -18.016 -20.958
H 8.391 -18.726 -21.109
H 9.016 -16.410 -22.545
C 10.048 -14.419 -16.174
C 8.723 -13.857 -15.641
O 9.105 -12.450 -15.368
C 10.416 -12.310 -15.221
O 11.007 -11.304 -14.735
O 11.020 -13.526 -15.533
F 8.479 -14.505 -14.496
H 10.150 -14.287 -17.251
H 10.146 -15.455 -15.851
H 7.936 -13.972 -16.386
C 13.235 -8.064 -12.510
C 12.890 -9.491 -12.654
O 11.891 -9.869 -11.805
C 11.397 -8.742 -11.329
O 10.491 -8.717 -10.483
O 12.150 -7.634 -11.802
F 13.960 -10.190 -12.520
H 13.346 -7.648 -13.512
H 14.188 -7.934 -11.998
H 12.555 -9.711 -13.668
C 5.752 -16.623 -13.255
C 4.538 -16.073 -12.551
O 3.882 -17.322 -12.194
C 4.547 -18.427 -12.777
O 4.298 -19.653 -12.608
O 5.421 -17.941 -13.669
F 3.709 -15.329 -13.330
H 6.618 -16.655 -12.593
H 6.005 -16.002 -14.114
H 4.751 -15.510 -11.643
C 6.417 -11.398 -12.655
Br 5.118 -10.084 -13.315
Br 8.315 -10.750 -12.729
Br 6.050 -13.052 -13.628
H 6.158 -11.599 -11.616
C 11.563 -13.332 -11.697
Br 13.499 -13.643 -11.063
Br 10.274 -12.777 -10.247
Br 11.014 -15.119 -12.439
H 11.539 -12.559 -12.466
C 5.886 -10.898 -18.245
Br 6.068 -9.662 -19.788
Br 6.180 -9.874 -16.504
Br 7.229 -12.378 -18.370
H 4.885 -11.329 -18.220
C 10.387 -8.475 -16.696
Br 9.492 -9.157 -18.356
Br 8.929 -8.170 -15.337
Br 11.424 -6.874 -17.042
H 11.001 -9.264 -16.259
C 10.444 -19.239 -13.986
Br 10.674 -19.607 -12.055
Br 11.508 -17.719 -14.704
Br 8.505 -18.905 -14.192
H 10.666 -20.063 -14.664

=====

Record 5
Computed, not measured: a cluster of 2 separate species, C3H12N2O2 in total, with ωB97M-V/def2-TZVPD.

- Kohn-Sham gap (Eh) = 0.340
- LUMO energy (eV) = 0.61
- E_HOMO (eV) = -8.6
- charge = 0
- ΔE to the lowest compared entry with this formula, charge and spin (eV) = 1.184

Geometry (Å):
N -1.362 -0.103 -1.387
C -0.066 0.491 -1.566
N 0.267 1.556 -0.622
C 0.789 1.173 0.677
C -0.175 0.636 1.714
O -0.761 -0.615 1.460
H -1.686 -0.609 -2.178
H -1.481 -0.563 -0.507
H 0.777 -0.201 -1.493
H 0.018 0.904 -2.558
H -0.562 2.123 -0.457
H 1.604 0.494 0.506
H 1.240 2.064 1.145
H 0.351 0.581 2.666
H -0.978 1.352 1.810
H -0.062 -1.268 1.353
O 0.864 -2.598 0.165
H 0.985 -2.110 -0.650
H 0.236 -3.304 -0.079

=====

Record 6
Computed, not measured: a structure of composition C48H41As2GaN2O2S at a distorted geometry, with ωB97M-V/def2-TZVPD.

- Kohn-Sham gap (Eh) = 0.223
- LUMO energy (eV) = -6.33
- E_HOMO (eV) = -12.4
- charge = +2

Geometry (Å):
Ga -1.097 -1.168 -0.973
S -2.581 0.403 -1.073
C -3.873 -0.397 -0.006
C -5.203 -0.149 -0.125
C -6.157 -0.759 0.750
C -5.752 -1.500 1.859
C -4.420 -1.855 1.939
C -3.504 -1.390 1.062
As -1.713 -2.127 1.154
C -1.699 -4.068 1.490
C -2.275 -4.846 0.490
C -2.482 -6.178 0.862
C -1.894 -6.734 1.989
C -1.252 -5.900 2.913
C -1.167 -4.502 2.680
C -0.667 -1.159 2.488
C -1.174 0.028 3.022
C -0.455 0.736 3.973
C 0.754 0.282 4.393
C 1.275 -0.901 3.893
C 0.566 -1.628 2.936
H -5.610 0.600 -0.834
H -7.189 -0.571 0.445
H -6.508 -2.012 2.464
H -4.050 -2.600 2.634
H -2.633 -4.369 -0.432
H -2.853 -6.850 0.052
H -1.983 -7.809 2.191
H -0.783 -6.275 3.833
H -0.794 -3.836 3.429
H -2.129 0.394 2.697
H -0.841 1.711 4.360
H 1.289 0.722 5.296
H 2.311 -1.063 4.084
H 1.066 -2.487 2.537
O 5.158 -2.202 -3.022
C 4.964 -1.297 -1.923
C 3.513 -1.222 -1.592
C 3.004 -0.413 -0.542
C 1.634 -0.390 -0.339
N 0.855 -0.983 -1.204
C 1.286 -1.785 -2.182
C 2.617 -1.953 -2.345
C 0.239 -2.447 -2.951
C 0.487 -3.287 -4.032
C -0.522 -3.728 -4.850
C -0.158 -4.519 -6.080
O -1.322 -4.873 -6.852
C -1.816 -3.505 -4.433
C -2.070 -2.747 -3.276
N -1.054 -2.232 -2.560
H 6.113 -2.193 -3.342
H 5.455 -0.370 -2.217
H 5.568 -1.659 -1.062
H 3.630 0.121 0.123
H 1.141 0.094 0.495
H 2.996 -2.559 -3.180
H 1.511 -3.600 -4.209
H 0.423 -5.488 -5.796
H 0.476 -3.852 -6.756
H -1.142 -5.505 -7.531
H -2.659 -3.818 -5.007
H -3.070 -2.549 -2.938
C 4.704 1.900 1.887
C 4.707 2.594 0.646
C 3.596 3.127 0.098
C 2.377 2.945 0.692
C 2.329 2.173 1.888
C 3.500 1.718 2.516
As 0.701 3.250 -0.223
C 1.074 4.839 -1.176
C 0.767 4.952 -2.517
C 0.641 6.217 -3.168
C 0.774 7.372 -2.411
C 1.205 7.306 -1.114
C 1.418 6.063 -0.492
C -0.338 4.069 1.228
C -1.673 3.686 1.202
C -2.451 3.944 2.299
C -1.907 4.679 3.334
C -0.603 5.094 3.388
C 0.168 4.759 2.291
H 5.605 1.650 2.342
H 5.707 2.828 0.252
H 3.753 3.836 -0.684
H 1.397 2.136 2.356
H 3.362 1.155 3.445
H 0.476 4.106 -3.120
H 0.472 6.192 -4.221
H 0.635 8.280 -2.907
H 1.242 8.170 -0.518
H 1.695 6.018 0.543
H -2.062 3.112 0.327
H -3.488 3.525 2.367
H -2.584 4.885 4.167
H -0.239 5.731 4.171
H 1.264 4.910 2.242

=====

Question: What is the formula in the first record?
Answer: C4H5N3O